Entry 1:
The following is a quantum chemistry calculation of 10 unconnected molecules or ions with the total composition C20H40Cl20 at a distorted geometry, from OMol25.

Properties
energy above the lowest of the compared OMol25 structures with the same formula, charge and spin	1.436	eV
total charge	0
gap between HOMO and LUMO	10.31	eV
SMILES	ClCCCl.ClCCCl.ClCCCl.ClCCCl.ClCCCl.ClCCCl.ClCCCl.ClCCCl.ClCCCl.ClCCCl
2S+1	1

Cartesian coordinates (Å):
Cl 10.79479 18.19036 8.29652
C 11.63728 16.84652 9.20297
C 12.68219 16.13144 8.28644
Cl 14.00432 17.20076 7.71363
H 10.88874 16.12658 9.53384
H 12.16101 17.37285 10.00096
H 12.14723 15.67410 7.45412
H 13.20804 15.34154 8.82275
Cl 15.36099 15.01736 16.59801
C 14.38996 13.65644 15.99088
C 13.50394 14.08286 14.85730
Cl 12.17044 15.03778 15.52518
H 13.85653 13.19268 16.82064
H 15.12589 12.88872 15.75190
H 13.08649 13.22202 14.33501
H 14.09657 14.62862 14.12311
Cl 11.12565 13.11696 7.75707
C 11.88326 11.52362 7.56364
C 10.78311 10.60912 7.03330
Cl 9.62063 10.25722 8.32259
H 12.23616 11.22034 8.54933
H 12.74043 11.62976 6.89873
H 11.17454 9.67120 6.63936
H 10.22621 10.97620 6.17121
Cl 16.64495 18.96934 9.69724
C 16.31837 18.31414 11.33731
C 14.85941 17.83538 11.34938
Cl 14.43160 17.76714 13.09281
H 16.60958 19.01872 12.11632
H 16.99063 17.45638 11.35794
H 14.77668 16.83072 10.93477
H 14.16810 18.54438 10.89385
Cl 7.17066 12.51272 14.52814
C 8.49707 13.50146 13.87061
C 9.31314 12.78424 12.77751
Cl 8.28424 12.57294 11.32409
H 9.19014 13.79740 14.65812
H 8.17442 14.45714 13.45744
H 9.67001 11.82674 13.15690
H 10.23901 13.33372 12.60742
Cl 18.28431 12.61986 15.35920
C 19.14977 13.17088 13.89126
C 20.15270 12.07208 13.42250
Cl 21.51198 12.07320 14.56680
H 19.70894 14.05966 14.18365
H 18.36834 13.49290 13.20295
H 20.52773 12.27068 12.41851
H 19.70304 11.07990 13.38389
Cl 11.94189 9.69835 11.43133
C 11.18193 8.35890 12.30182
C 10.25056 7.63652 11.32476
Cl 9.33298 6.33958 12.06050
H 10.59767 8.76709 13.12651
H 11.98851 7.77798 12.74910
H 10.82850 7.07472 10.59095
H 9.55569 8.26810 10.77126
Cl 18.08210 14.22008 8.85741
C 17.65409 13.07578 7.50462
C 16.72153 13.73208 6.51687
Cl 15.16783 13.77364 7.32498
H 17.25483 12.18754 7.99421
H 18.56071 12.86304 6.93817
H 16.50711 13.17168 5.60688
H 17.09677 14.73524 6.31457
Cl 15.69048 9.44936 10.55753
C 16.50662 9.52873 12.09794
C 15.46637 9.73410 13.29318
Cl 16.30141 9.83174 14.86392
H 17.16565 10.39056 11.99282
H 17.08005 8.60232 12.12984
H 14.71511 8.94465 13.27127
H 14.89805 10.66362 13.25982
Cl 16.09103 13.49310 12.22479
C 15.32102 13.22888 10.60851
C 13.87220 12.76332 10.80280
Cl 12.87116 13.99418 11.65057
H 15.90135 12.47588 10.07528
H 15.42986 14.15354 10.04171
H 13.80493 11.82626 11.35553
H 13.37172 12.68300 9.83783

---

Entry 2:
The following is a quantum chemistry calculation of 3 unconnected molecules or ions with the total composition C20H40Cl2N2O7P at a distorted geometry, from OMol25.

Properties
energy above the lowest of the compared OMol25 structures with the same formula, charge and spin	0.267	eV
total charge	+1
gap between HOMO and LUMO	7.94	eV
2S+1	1

Cartesian coordinates (Å):
C 5.05711 0.39197 -0.34540
C 3.67035 0.57063 -0.93626
O 3.43768 -0.43671 -1.90539
C 2.58733 0.51770 0.16369
N 1.29969 0.06125 -0.35998
C 0.56361 1.12772 -1.07750
C 0.58743 0.74421 -2.55825
O -0.48087 1.31710 -3.37692
N -1.73079 1.05663 -2.89274
C -2.27874 -0.16677 -3.07729
Cl -1.40811 -1.37624 -3.89808
C -3.55493 -0.44512 -2.63490
C -4.30743 0.54444 -2.00178
C -5.69799 0.18344 -1.56821
C -6.37831 1.13677 -0.55594
C -6.52827 0.42281 0.77770
Cl -4.90076 0.10572 1.44199
C -3.72410 1.79468 -1.84424
C -2.43727 2.04181 -2.29214
C -1.82543 3.40046 -2.15160
P -1.83807 4.02144 -0.44465
O -1.26141 3.09522 0.52990
O -0.99376 5.36708 -0.52252
O -3.32161 4.47096 -0.10400
H 5.12115 -0.46841 0.30637
H 5.40138 1.27013 0.20211
H 5.74456 0.21581 -1.16813
H 3.62142 1.55843 -1.39862
H 3.21624 -1.25098 -1.44265
H 2.91303 -0.21550 0.90274
H 2.53419 1.48220 0.68026
H 0.73500 -0.17239 0.44738
H -0.43531 1.16965 -0.65488
H 1.09747 2.06537 -0.93406
H 1.49507 1.13899 -3.00212
H 0.65659 -0.33415 -2.64347
H -3.98503 -1.41972 -2.78892
H -5.65759 -0.82111 -1.15273
H -6.32292 0.13126 -2.46035
H -5.86954 2.08373 -0.43125
H -7.39368 1.30655 -0.91017
H -7.02447 -0.53025 0.62363
H -7.14757 0.98086 1.47160
H -4.25892 2.59750 -1.36770
H -0.81171 3.47605 -2.52691
H -2.42506 4.08619 -2.75506
H -0.25466 5.29805 0.09740
H -3.41378 5.43165 -0.04876
C 8.61943 -2.13890 -0.74815
C 7.55338 -2.78364 0.12385
C 7.61800 -4.30101 0.04864
O 6.25723 -2.32698 -0.27633
H 8.47416 -2.41397 -1.79649
H 8.55888 -1.05163 -0.68659
H 9.61985 -2.44914 -0.44514
H 7.68347 -2.46334 1.15824
H 7.44356 -4.64074 -0.97600
H 6.84572 -4.74837 0.67503
H 8.58959 -4.67324 0.37513
H 6.11983 -2.59971 -1.19048
C -3.07675 -2.77720 3.75366
C -2.41552 -1.93000 4.82955
C -3.43816 -1.38142 5.81221
O -1.69537 -0.85288 4.22566
H -3.78426 -2.17720 3.17428
H -2.32951 -3.15799 3.05592
H -3.61315 -3.62367 4.18445
H -1.67924 -2.52962 5.36516
H -4.15817 -0.73965 5.29591
H -2.94856 -0.77348 6.57298
H -3.98427 -2.18543 6.30720
H -2.33132 -0.30786 3.75017

---

Entry 3:
The following is a quantum chemistry calculation of a molecular structure, C20H40ErNOP3S at a distorted geometry, from OMol25.

Properties
total charge	+3
gap between HOMO and LUMO (spin up / spin down)	5.33 / 5.37	eV
2S+1	4

Cartesian coordinates (Å):
Er 0.93016 -1.36122 -0.58028
P -1.35780 0.47339 0.17680
P -1.44001 -2.94880 -1.00714
P 2.10072 1.58517 -0.14335
H 1.04141 -3.54702 -2.38997
C 1.66092 -3.14927 -1.62981
C 1.63163 -3.43418 -0.25860
H 0.83780 -4.02192 0.20056
C -1.89341 1.42593 -1.28966
C -2.91723 -0.02676 1.00315
C -0.85594 1.80517 1.34834
C -1.79114 -4.54767 -1.84744
C -2.02018 -3.31164 0.72693
C -2.57431 -1.88941 -2.01662
C 3.78954 1.43497 -0.74603
C 2.44044 2.62805 1.33260
C 1.34013 2.76314 -1.29854
H 2.59863 -2.85460 -2.03557
H 2.53400 -3.27200 0.37358
H -2.80093 1.98021 -0.97834
H -2.16348 0.75171 -2.11984
H -1.11364 2.13846 -1.60051
H -3.54461 0.87286 1.07074
H -2.67671 -0.37879 2.01838
H -3.45093 -0.81071 0.44784
H -1.76548 2.17711 1.78377
H -0.33383 2.57981 0.80998
H -0.23462 1.36919 2.12284
H -2.86282 -4.62707 -2.08303
H -1.52055 -5.41738 -1.26468
H -1.23376 -4.56045 -2.78626
H -3.05297 -3.67303 0.71593
H -1.95337 -2.48741 1.45315
H -1.36851 -4.11064 1.09817
H -3.09040 -2.60724 -2.67363
H -1.98159 -1.22617 -2.67026
H -3.32024 -1.30973 -1.46362
H 4.38025 2.18783 -0.23547
H 3.79387 1.63089 -1.80955
H 4.26337 0.47823 -0.53776
H 3.48852 2.91869 1.30145
H 2.25931 2.09014 2.26950
H 1.82030 3.52369 1.26950
H 2.15704 3.37644 -1.68531
H 0.62900 3.40484 -0.77151
H 0.84573 2.21709 -2.11960
C 1.88538 -0.04073 -4.04171
C 1.40074 0.27814 -5.24680
C 2.21675 0.45755 -6.37609
C 3.59273 0.29437 -6.24882
C 4.14545 -0.18843 -5.04502
C 3.26073 -0.41064 -3.95356
O 0.92514 -0.08445 -2.90685
H 0.03947 0.53245 -3.03915
H 0.34883 0.39477 -5.30227
H 1.73927 0.68169 -7.33334
H 4.20768 0.36618 -7.12365
H 5.24329 -0.22492 -4.93101
H 3.75223 -0.78538 -2.99969
S 3.62713 -0.57308 2.71126
C 2.11992 -0.93794 3.53420
C 1.11050 -1.19336 2.67004
N 1.54590 -1.05384 1.37614
C 2.85548 -0.74685 1.22184
H 2.02200 -0.99542 4.60695
H 0.07824 -1.44773 2.86982
H 3.45874 -0.76465 0.26151

---

Q: What is the formula in the second record?
A: C20H40Cl2N2O7P

---

Q: Among the records above, which one has the highest 2S+1?
A: C20H40ErNOP3S